1.
Formula: C15H25BF9N3O9S
Source: the Open Molecules 2025 dataset
Level of theory: wB97M-V/def2-TZVPD

multiplicity = 1
HOMO energy = -9.031 eV
HOMO-LUMO gap = 9.1 eV
charge = 0

Positions of all 63 atoms, in Å:
C -3.193 -1.898 -0.268
B -2.073 -0.857 0.072
O -1.880 -0.467 1.362
O -1.202 -0.271 -0.879
C -1.205 -0.844 -2.095
O -1.528 -0.274 -3.116
O -0.726 -2.143 -2.060
S 0.298 -2.494 -3.277
O -0.432 -2.993 -4.379
O 1.253 -1.463 -3.452
C 1.149 -3.907 -2.446
F 1.749 -4.555 -3.445
F 0.271 -4.728 -1.883
C 2.265 -3.515 -1.434
F 2.776 -4.666 -0.985
F 3.237 -2.857 -2.071
C 1.807 -2.659 -0.243
F 0.683 -3.190 0.257
F 1.518 -1.426 -0.652
C 2.869 -2.556 0.924
F 4.072 -2.951 0.543
F 2.464 -3.251 1.973
F 2.945 -1.270 1.286
H -2.739 -2.820 -0.620
H -3.760 -2.100 0.627
H -3.823 -1.525 -1.070
H -0.941 -0.386 1.538
C 5.368 3.251 -1.865
C 4.184 2.800 -1.044
O 3.337 3.581 -0.642
N 4.087 1.473 -0.762
C 4.979 0.396 -1.150
H 5.302 4.325 -2.003
H 6.302 3.020 -1.353
H 5.362 2.770 -2.844
H 3.275 1.240 -0.213
H 4.424 -0.336 -1.740
H 5.365 -0.099 -0.257
H 5.812 0.758 -1.740
C -4.695 -2.204 4.746
C -4.688 -0.939 3.920
O -5.217 -0.883 2.822
N -4.064 0.149 4.441
C -3.384 0.273 5.716
H -5.227 -2.972 4.194
H -3.677 -2.547 4.934
H -5.204 -2.040 5.697
H -4.095 0.955 3.837
H -3.856 1.054 6.314
H -2.339 0.546 5.554
H -3.420 -0.660 6.268
C -1.604 5.476 -1.381
C -2.226 4.112 -1.190
O -3.409 3.972 -0.927
N -1.412 3.033 -1.323
C 0.007 3.003 -1.629
H -2.375 6.228 -1.244
H -0.814 5.645 -0.648
H -1.193 5.574 -2.386
H -1.884 2.154 -1.187
H 0.172 2.440 -2.550
H 0.552 2.511 -0.822
H 0.401 4.005 -1.754

And the Löwdin charges, in e, turn out to be: atom 1 (C): 0.056, atom 2 (B): -0.597, atom 3 (O): 0.196, atom 4 (O): 0.200, atom 5 (C): -0.542, atom 6 (O): 0.194, atom 7 (O): -0.092, atom 8 (S): 0.748, atom 9 (O): -0.172, atom 10 (O): -0.187, atom 11 (C): -0.470, atom 12 (F): 0.154, atom 13 (F): 0.165, atom 14 (C): -0.394, atom 15 (F): 0.183, atom 16 (F): 0.167, atom 17 (C): -0.350, atom 18 (F): 0.173, atom 19 (F): 0.164, atom 20 (C): -0.536, atom 21 (F): 0.195, atom 22 (F): 0.200, atom 23 (F): 0.169, atom 24 (H): 0.075, atom 25 (H): 0.067, atom 26 (H): 0.088, atom 27 (H): 0.108, atom 28 (C): -0.010, atom 29 (C): -0.551, atom 30 (O): 0.030, atom 31 (N): 0.014, atom 32 (C): -0.069, atom 33 (H): 0.082, atom 34 (H): 0.084, atom 35 (H): 0.085, atom 36 (H): 0.126, atom 37 (H): 0.076, atom 38 (H): 0.082, atom 39 (H): 0.075, atom 40 (C): -0.012, atom 41 (C): -0.556, atom 42 (O): 0.032, atom 43 (N): 0.010, atom 44 (C): -0.078, atom 45 (H): 0.081, atom 46 (H): 0.082, atom 47 (H): 0.083, atom 48 (H): 0.142, atom 49 (H): 0.082, atom 50 (H): 0.081, atom 51 (H): 0.069, atom 52 (C): -0.013, atom 53 (C): -0.554, atom 54 (O): 0.029, atom 55 (N): 0.017, atom 56 (C): -0.071, atom 57 (H): 0.079, atom 58 (H): 0.084, atom 59 (H): 0.083, atom 60 (H): 0.117, atom 61 (H): 0.085, atom 62 (H): 0.073, atom 63 (H): 0.071



2.
Formula: C23H39NO4
Source: the Open Molecules 2025 dataset
Level of theory: wB97M-V/def2-TZVPD

multiplicity = 1
HOMO energy = -7.803 eV
energy above the lowest of the compared OMol25 structures with the same formula, charge and spin = 4.1 kcal/mol
HOMO-LUMO gap = 8.4 eV
charge = 0

Positions of all 67 atoms, in Å:
C 4.944 1.750 0.211
H 5.006 2.384 1.094
C 3.553 1.829 -0.404
C 3.168 3.257 -0.781
C 1.762 3.356 -1.375
C 0.656 3.178 -0.337
C -0.730 3.207 -0.974
C -1.848 3.089 0.062
C -3.213 2.883 -0.600
C -3.436 1.418 -0.991
C -4.036 0.615 0.164
H -3.603 0.963 1.104
H -5.110 0.815 0.206
C -3.824 -0.916 0.104
C -4.080 -1.491 -1.291
H -5.135 -1.381 -1.537
H -3.510 -0.989 -2.068
H -3.837 -2.552 -1.310
C -4.794 -1.580 1.088
H -5.824 -1.366 0.814
H -4.649 -2.658 1.091
H -4.610 -1.214 2.094
C -2.402 -1.173 0.626
O -2.179 -1.422 1.789
N -1.410 -1.018 -0.298
C -0.044 -1.163 0.004
C 0.747 -1.973 -0.814
C 2.094 -2.165 -0.536
C 2.646 -1.560 0.586
C 1.873 -0.730 1.392
C 0.538 -0.499 1.094
O -0.251 0.377 1.762
C 0.222 0.926 2.967
H -0.606 1.510 3.367
H 0.490 0.144 3.682
H 1.082 1.584 2.801
H 2.355 -0.273 2.239
O 3.947 -1.697 0.973
C 4.799 -2.506 0.201
H 4.903 -2.122 -0.819
H 5.768 -2.470 0.697
H 4.451 -3.543 0.168
H 2.694 -2.791 -1.173
O 0.088 -2.534 -1.879
C 0.806 -3.383 -2.739
H 0.088 -3.718 -3.487
H 1.203 -4.253 -2.207
H 1.625 -2.855 -3.238
H -1.633 -1.146 -1.274
H -4.103 1.365 -1.855
H -2.474 0.995 -1.280
H -4.009 3.198 0.078
H -3.273 3.517 -1.488
H -1.864 3.997 0.669
H -1.637 2.247 0.724
H -0.855 4.136 -1.536
H -0.802 2.381 -1.685
H 0.731 3.972 0.410
H 0.780 2.223 0.174
H 1.650 2.598 -2.154
H 1.643 4.334 -1.848
H 3.891 3.635 -1.510
H 3.231 3.896 0.104
H 2.830 1.428 0.306
H 3.513 1.199 -1.296
H 5.168 0.729 0.508
H 5.700 2.081 -0.499

And the Löwdin charges, in e, turn out to be: atom 1 (C): -0.102, atom 2 (H): 0.073, atom 3 (C): -0.269, atom 4 (C): -0.225, atom 5 (C): -0.217, atom 6 (C): -0.212, atom 7 (C): -0.213, atom 8 (C): -0.207, atom 9 (C): -0.204, atom 10 (C): -0.204, atom 11 (C): -0.136, atom 12 (H): 0.126, atom 13 (H): 0.124, atom 14 (C): -0.461, atom 15 (C): -0.037, atom 16 (H): 0.092, atom 17 (H): 0.070, atom 18 (H): 0.093, atom 19 (C): -0.046, atom 20 (H): 0.083, atom 21 (H): 0.089, atom 22 (H): 0.085, atom 23 (C): -0.422, atom 24 (O): 0.098, atom 25 (N): 0.164, atom 26 (C): -0.085, atom 27 (C): -0.189, atom 28 (C): 0.037, atom 29 (C): -0.271, atom 30 (C): 0.041, atom 31 (C): -0.210, atom 32 (O): -0.102, atom 33 (C): -0.065, atom 34 (H): 0.098, atom 35 (H): 0.103, atom 36 (H): 0.093, atom 37 (H): 0.122, atom 38 (O): -0.089, atom 39 (C): -0.089, atom 40 (H): 0.096, atom 41 (H): 0.094, atom 42 (H): 0.097, atom 43 (H): 0.093, atom 44 (O): -0.081, atom 45 (C): -0.081, atom 46 (H): 0.095, atom 47 (H): 0.098, atom 48 (H): 0.098, atom 49 (H): 0.126, atom 50 (H): 0.113, atom 51 (H): 0.088, atom 52 (H): 0.108, atom 53 (H): 0.107, atom 54 (H): 0.114, atom 55 (H): 0.096, atom 56 (H): 0.116, atom 57 (H): 0.111, atom 58 (H): 0.121, atom 59 (H): 0.092, atom 60 (H): 0.113, atom 61 (H): 0.110, atom 62 (H): 0.109, atom 63 (H): 0.112, atom 64 (H): 0.080, atom 65 (H): 0.114, atom 66 (H): 0.054, atom 67 (H): 0.071



3.
Formula: C20H28N2O2
Source: the Open Molecules 2025 dataset
Level of theory: wB97M-V/def2-TZVPD

multiplicity = 1
HOMO energy = -8.885 eV
energy above the lowest of the compared OMol25 structures with the same formula, charge and spin = 1.0 kcal/mol
HOMO-LUMO gap = 9.5 eV
charge = 0

Positions of all 52 atoms, in Å:
C 8.066 1.869 -0.617
C 6.870 1.018 -0.317
C 5.872 1.484 0.531
C 4.769 0.706 0.824
C 4.634 -0.565 0.278
C 5.627 -1.031 -0.572
C 6.731 -0.249 -0.863
H 7.495 -0.632 -1.526
H 5.540 -2.016 -1.008
C 3.411 -1.388 0.567
H 3.091 -1.235 1.600
H 3.628 -2.449 0.424
C 2.266 -0.970 -0.366
N 1.047 -1.693 -0.085
C -0.015 -1.123 0.522
O -0.045 0.041 0.856
C -1.184 -2.093 0.739
H -0.830 -2.935 1.339
C -1.782 -2.534 -0.599
C -2.879 -1.503 -0.863
O -3.393 -1.287 -1.938
N -3.174 -0.914 0.310
C -2.350 -1.360 1.411
H -1.985 -0.503 1.984
H -2.920 -2.024 2.073
C -4.076 0.214 0.465
C -3.520 1.444 -0.257
C -4.446 2.638 -0.056
C -5.848 2.313 -0.563
C -6.401 1.084 0.153
C -5.478 -0.113 -0.051
H -5.413 -0.357 -1.111
H -5.869 -0.987 0.477
H -7.397 0.848 -0.228
H -6.493 1.297 1.221
H -6.510 3.167 -0.403
H -5.805 2.115 -1.635
H -4.048 3.505 -0.588
H -4.492 2.890 1.006
H -2.519 1.663 0.121
H -3.440 1.211 -1.320
H -4.134 0.422 1.540
H -1.073 -2.545 -1.425
H -2.245 -3.521 -0.528
H 1.037 -2.681 -0.280
H 2.042 0.089 -0.224
H 2.556 -1.136 -1.408
H 4.003 1.084 1.484
H 5.963 2.470 0.966
H 7.759 2.874 -0.904
H 8.659 1.440 -1.421
H 8.698 1.955 0.268

And the Löwdin charges, in e, turn out to be: atom 1 (C): -0.055, atom 2 (C): -0.286, atom 3 (C): -0.043, atom 4 (C): -0.035, atom 5 (C): -0.251, atom 6 (C): -0.040, atom 7 (C): -0.045, atom 8 (H): 0.108, atom 9 (H): 0.111, atom 10 (C): -0.139, atom 11 (H): 0.121, atom 12 (H): 0.113, atom 13 (C): -0.164, atom 14 (N): 0.060, atom 15 (C): -0.457, atom 16 (O): 0.073, atom 17 (C): -0.187, atom 18 (H): 0.147, atom 19 (C): -0.031, atom 20 (C): -0.452, atom 21 (O): 0.067, atom 22 (N): -0.009, atom 23 (C): -0.098, atom 24 (H): 0.125, atom 25 (H): 0.131, atom 26 (C): -0.273, atom 27 (C): -0.136, atom 28 (C): -0.199, atom 29 (C): -0.208, atom 30 (C): -0.201, atom 31 (C): -0.145, atom 32 (H): 0.112, atom 33 (H): 0.119, atom 34 (H): 0.108, atom 35 (H): 0.112, atom 36 (H): 0.106, atom 37 (H): 0.116, atom 38 (H): 0.109, atom 39 (H): 0.113, atom 40 (H): 0.118, atom 41 (H): 0.120, atom 42 (H): 0.154, atom 43 (H): 0.120, atom 44 (H): 0.129, atom 45 (H): 0.145, atom 46 (H): 0.123, atom 47 (H): 0.130, atom 48 (H): 0.117, atom 49 (H): 0.113, atom 50 (H): 0.079, atom 51 (H): 0.073, atom 52 (H): 0.082



4.
Formula: C38H42BrN2O2P2ReSi2
Source: the Open Molecules 2025 dataset
Level of theory: wB97M-V/def2-TZVPD

multiplicity = 2
HOMO energy (alpha / beta) = -10.324 / -10.304 eV
energy above the lowest of the compared OMol25 structures with the same formula, charge and spin = 1.7 kcal/mol
HOMO-LUMO gap (alpha / beta) = 7.2 / 7.0 eV
charge = +1
<S²> = 1.027

Positions of all 90 atoms, in Å:
Re 0.007 0.024 1.123
C -2.931 -3.361 0.707
Si -1.162 -3.033 0.332
C -0.638 -4.026 -1.131
C -0.057 -3.427 1.762
N -0.930 -1.278 0.010
P -1.621 -0.219 -1.069
C -0.796 1.184 -0.503
P 0.803 1.495 -0.990
N 1.540 0.320 -0.079
Si 3.170 -0.315 0.271
C 3.210 -0.699 2.080
C 4.464 0.922 -0.153
C 3.354 -1.886 -0.684
C 1.317 3.118 -0.399
C 2.449 3.734 -0.935
C 2.897 4.943 -0.423
C 2.212 5.546 0.622
C 1.077 4.945 1.152
C 0.628 3.734 0.647
C 1.216 1.518 -2.729
C 0.373 2.266 -3.556
C 0.624 2.327 -4.918
C 1.718 1.656 -5.454
C 2.561 0.921 -4.633
C 2.306 0.846 -3.271
C -1.414 -0.969 -2.689
C -2.447 -1.307 -3.566
C -2.165 -1.968 -4.754
C -0.858 -2.306 -5.073
C 0.173 -2.007 -4.191
C -0.106 -1.352 -3.005
C -3.375 0.052 -0.728
C -4.241 0.629 -1.659
C -5.550 0.931 -1.309
C -6.004 0.671 -0.026
C -5.138 0.138 0.919
C -3.830 -0.162 0.574
H -3.112 -4.441 0.717
H -3.218 -2.957 1.681
H -3.591 -2.919 -0.045
H -0.639 -5.085 -0.850
H -1.317 -3.906 -1.981
H 0.371 -3.767 -1.462
H -0.070 -4.499 1.982
H 0.982 -3.154 1.540
H -0.377 -2.896 2.661
H 2.985 0.187 2.678
H 2.486 -1.482 2.345
H 4.195 -1.072 2.380
H 4.419 1.777 0.526
H 5.445 0.448 -0.034
H 4.402 1.297 -1.176
H 2.450 -2.495 -0.569
H 3.519 -1.723 -1.753
H 4.200 -2.472 -0.311
H 2.976 3.280 -1.766
H 3.775 5.417 -0.844
H 2.556 6.494 1.017
H 0.534 5.428 1.955
H -0.267 3.271 1.043
H -0.475 2.795 -3.135
H -0.030 2.901 -5.562
H 1.912 1.707 -6.518
H 3.414 0.403 -5.053
H 2.953 0.250 -2.639
H -3.474 -1.095 -3.322
H -2.972 -2.228 -5.426
H -0.644 -2.821 -6.001
H 1.189 -2.301 -4.421
H 0.697 -1.163 -2.301
H -3.894 0.899 -2.646
H -6.210 1.380 -2.040
H -7.028 0.897 0.243
H -5.481 -0.042 1.930
H -3.165 -0.567 1.327
Br -0.025 -0.251 9.677
C -0.098 -0.100 7.806
C -0.504 -1.193 7.053
C -0.572 -1.073 5.676
C -0.211 0.124 5.070
C 0.208 1.211 5.832
C 0.254 1.105 7.210
C -0.247 0.232 3.614
O 0.520 1.011 2.963
O -1.046 -0.467 2.887
H -0.765 -2.122 7.540
H -0.899 -1.909 5.071
H 0.490 2.135 5.343
H 0.565 1.943 7.819

And the Löwdin charges, in e, turn out to be: atom 1 (Re): 1.476, atom 2 (C): -0.163, atom 3 (Si): 0.371, atom 4 (C): -0.163, atom 5 (C): -0.166, atom 6 (N): -0.400, atom 7 (P): 0.763, atom 8 (C): -0.452, atom 9 (P): 0.712, atom 10 (N): -0.381, atom 11 (Si): 0.346, atom 12 (C): -0.172, atom 13 (C): -0.160, atom 14 (C): -0.162, atom 15 (C): -0.286, atom 16 (C): -0.085, atom 17 (C): -0.066, atom 18 (C): -0.067, atom 19 (C): -0.065, atom 20 (C): -0.079, atom 21 (C): -0.326, atom 22 (C): -0.065, atom 23 (C): -0.054, atom 24 (C): -0.058, atom 25 (C): -0.061, atom 26 (C): -0.097, atom 27 (C): -0.276, atom 28 (C): -0.065, atom 29 (C): -0.060, atom 30 (C): -0.055, atom 31 (C): -0.062, atom 32 (C): -0.119, atom 33 (C): -0.292, atom 34 (C): -0.090, atom 35 (C): -0.066, atom 36 (C): -0.064, atom 37 (C): -0.059, atom 38 (C): -0.097, atom 39 (H): 0.047, atom 40 (H): 0.040, atom 41 (H): 0.036, atom 42 (H): 0.048, atom 43 (H): 0.038, atom 44 (H): 0.026, atom 45 (H): 0.050, atom 46 (H): 0.017, atom 47 (H): 0.013, atom 48 (H): 0.032, atom 49 (H): 0.020, atom 50 (H): 0.051, atom 51 (H): 0.044, atom 52 (H): 0.049, atom 53 (H): 0.021, atom 54 (H): 0.018, atom 55 (H): 0.027, atom 56 (H): 0.047, atom 57 (H): 0.102, atom 58 (H): 0.110, atom 59 (H): 0.110, atom 60 (H): 0.109, atom 61 (H): 0.089, atom 62 (H): 0.118, atom 63 (H): 0.112, atom 64 (H): 0.112, atom 65 (H): 0.113, atom 66 (H): 0.075, atom 67 (H): 0.091, atom 68 (H): 0.112, atom 69 (H): 0.113, atom 70 (H): 0.115, atom 71 (H): 0.083, atom 72 (H): 0.105, atom 73 (H): 0.111, atom 74 (H): 0.111, atom 75 (H): 0.112, atom 76 (H): 0.077, atom 77 (Br): 0.796, atom 78 (C): -0.683, atom 79 (C): -0.101, atom 80 (C): 0.002, atom 81 (C): -0.145, atom 82 (C): 0.006, atom 83 (C): -0.100, atom 84 (C): -0.547, atom 85 (O): -0.101, atom 86 (O): -0.131, atom 87 (H): 0.108, atom 88 (H): 0.119, atom 89 (H): 0.128, atom 90 (H): 0.109



5.
Formula: C4H9NO
Source: the Open Molecules 2025 dataset
Level of theory: wB97M-V/def2-TZVPD

multiplicity = 1
HOMO energy = -6.769 eV
energy above the lowest of the compared OMol25 structures with the same formula, charge and spin = 96.1 kcal/mol
HOMO-LUMO gap = 7.4 eV
charge = 0

Positions of all 15 atoms, in Å:
C -1.634 -0.685 -0.289
C -0.458 1.409 -0.080
O -0.460 1.758 1.081
C -0.246 -0.046 -0.445
C 2.063 0.233 -0.013
N 0.796 -0.481 0.504
H -2.031 -0.543 0.723
H -2.344 -0.208 -0.979
H -1.614 -1.748 -0.527
H -0.832 2.057 -0.888
H 0.531 -0.050 1.398
H 0.174 -0.177 -1.445
H 2.627 0.533 0.875
H 2.621 -0.551 -0.546
H 0.805 -1.502 0.630

And the Löwdin charges, in e, turn out to be: atom 1 (C): -0.042, atom 2 (C): -0.234, atom 3 (O): 0.045, atom 4 (C): -0.364, atom 5 (C): -0.125, atom 6 (N): -0.081, atom 7 (H): 0.088, atom 8 (H): 0.089, atom 9 (H): 0.077, atom 10 (H): 0.134, atom 11 (H): 0.138, atom 12 (H): 0.139, atom 13 (H): -0.013, atom 14 (H): -0.010, atom 15 (H): 0.159



Electronic energy in hartree, matching the order above: -2749.961677, -1255.509386, -1038.964793, -5647.161601, -287.679343